Here is a single C6H7BrClNO molecule in a non-equilibrium geometry from the OMol25 dataset. Energies are from ωB97M-V/def2-TZVPD.

Structure (XYZ):
```
17
Properties=species:S:1:pos:R:3:mulliken_charge:R:1
C -0.585 1.775 0.491 0.777
C -2.553 0.460 0.180 0.418
C 0.584 2.164 0.926 -0.836
C -1.440 -1.694 -0.151 0.363
C 1.892 1.962 0.193 -0.750
C -1.764 -3.151 -0.249 -0.988
N -1.717 1.468 0.197 -0.346
O -2.433 -0.872 -0.041 -0.270
Cl -4.240 0.912 0.215 -0.186
Br 0.263 -1.253 0.538 -0.192
H 0.573 2.855 1.672 0.430
H 2.808 2.445 0.700 0.272
H 1.972 2.475 -0.824 0.249
H 2.016 0.785 0.010 0.121
H -0.806 -3.808 -0.274 0.312
H -2.479 -3.285 -1.142 0.279
H -2.110 -3.492 0.667 0.349
```

Results
Multiplicity ... 1
Energy above the lowest of the compared OMol25 structures with the same formula, charge and spin ... 307.9 kJ/mol
Charge ... 0



Here is a single C6H7BrF3NOS molecule in a non-equilibrium geometry from the OMol25 dataset. Energies are from ωB97M-V/def2-TZVPD.

Structure (XYZ):
```
20
Properties=species:S:1:pos:R:3:mulliken_charge:R:1
O 0.808 -2.918 -0.052 -0.474
C 0.817 -1.687 -0.773 -0.010
C 1.741 -0.643 -0.279 -1.002
Br 3.627 -0.960 -0.422 -0.163
C -0.631 -0.860 -0.595 0.233
C -1.646 -1.653 -1.366 0.985
F -1.846 -2.835 -0.874 -0.254
F -2.807 -1.025 -1.367 -0.263
F -1.267 -1.860 -2.652 -0.290
N -0.748 0.532 -1.107 -0.648
C -1.491 1.297 -0.412 -0.133
C -1.936 0.969 0.905 -0.658
S -1.232 -0.794 1.252 -0.135
H 0.474 -2.885 0.811 0.342
H 1.076 -1.963 -1.874 0.353
H 1.609 0.171 -0.885 0.522
H 1.548 -0.390 0.721 0.407
H -1.645 2.302 -0.784 0.445
H -1.628 1.728 1.588 0.397
H -3.029 0.965 0.971 0.347
```

Results
Multiplicity ... 1
SMILES ... O[C@H](CBr)[C@]1(C(F)(F)F)N=CCS1
E_tot ... -98902.23556 eV
Charge ... 0



Here is a single C6H7BrN4OS molecule in a non-equilibrium geometry from the OMol25 dataset. Energies are from ωB97M-V/def2-TZVPD.

Structure (XYZ):
```
20
Properties=species:S:1:pos:R:3:mulliken_charge:R:1
C 1.850 -1.937 -2.638 -0.188
C 0.291 -1.047 -1.564 0.589
C -0.984 0.563 -0.484 0.768
C -0.235 1.659 -0.311 -0.724
C 1.919 -0.491 0.401 0.625
C -2.268 0.586 0.292 -1.318
N 0.586 -1.680 -2.653 -0.670
N 2.491 -1.593 -1.528 -1.254
N -0.813 -0.519 -1.305 -0.525
N 1.522 -1.096 -0.746 0.705
O 3.152 -0.562 0.620 -0.436
S 0.853 0.225 1.607 -0.030
Br 1.452 1.931 -1.182 -0.120
H 2.309 -2.468 -3.472 0.412
H -0.741 2.504 0.049 0.465
H -2.648 1.598 0.644 0.329
H -2.108 -0.069 1.109 0.279
H -2.933 0.123 -0.348 0.452
H 3.658 -1.221 0.013 0.464
H 1.762 0.357 2.517 0.176
```

Results
Multiplicity ... 1
Energy above the lowest of the compared OMol25 structures with the same formula, charge and spin ... 189.5 kJ/mol
Charge ... 0



Here is a single C6H7BrO2S molecule in a non-equilibrium geometry from the OMol25 dataset. Energies are from ωB97M-V/def2-TZVPD.

Structure (XYZ):
```
17
Properties=species:S:1:pos:R:3:mulliken_charge:R:1
C -3.276 0.422 -0.327 -0.448
C -4.043 -0.567 0.180 -0.214
C -1.880 0.748 -0.098 0.601
C 0.109 -0.372 0.791 -0.268
C 3.591 -0.395 -0.617 -0.829
C 2.752 0.048 0.601 -0.437
O -1.283 1.678 -0.483 -0.503
O -1.200 -0.285 0.621 -0.086
S 1.084 0.868 0.138 -0.015
Br -5.840 -0.569 -0.070 -0.082
H -3.705 1.328 -0.752 0.333
H -3.666 -1.359 0.747 0.440
H 2.867 -0.349 -1.598 0.201
H 4.430 0.296 -0.830 0.262
H 4.184 -1.339 -0.523 0.286
H 3.370 0.705 1.109 0.433
H 2.506 -0.858 1.112 0.327
```

Results
Multiplicity ... 1
Energy above the lowest of the compared OMol25 structures with the same formula, charge and spin ... 242.0 kJ/mol
Charge ... 0